[1]
Below is C7H13FO3S in the gas phase at a distorted geometry, with properties calculated with the ωB97M-V functional and the def2-TZVPD basis.

Atoms and positions in Å:
O1 -2.642 -0.188 -2.717
S1 -1.379 0.438 -2.257
O2 -0.564 0.920 -3.405
C1 -1.746 1.897 -1.194
C2 -1.622 1.515 0.329
C3 -0.287 0.751 0.687
C4 0.411 0.104 -0.539
C5 1.682 -0.737 -0.219
C6 1.900 -1.060 1.290
C7 1.004 -2.276 1.711
F1 0.549 -2.167 3.012
O3 -0.547 -0.654 -1.330
H1 -2.805 2.150 -1.382
H2 -1.123 2.770 -1.474
H3 -1.742 2.451 0.901
H4 -2.472 0.828 0.528
H5 -0.525 0.054 1.512
H6 0.398 1.517 1.116
H7 0.746 0.944 -1.196
H8 1.564 -1.711 -0.750
H9 2.606 -0.290 -0.633
H10 2.949 -1.420 1.382
H11 1.817 -0.197 1.973
H12 0.191 -2.450 0.977
H13 1.638 -3.188 1.676

As for the frontier orbital gap: 11.282 eV. The value obtained for the max |F| is 0.09389 hartree/bohr. The SMILES is O=S1(=O)CCC[C@@H](CCCF)O1. The calculation puts the relative energy (zero: lowest compared OMol25 entry of this formula, charge and spin) at 23.91 kcal/mol. The molar mass comes out at 196.24 g mol⁻¹. The electronic energy is -27163.62660 eV.

Löwdin population analysis, charges in e, atoms 1 to 4:
1 O -0.313
2 S 0.729
3 O -0.321
4 C -0.198

---

[2]
Below is C4H7FO in the gas phase at a distorted geometry, with properties calculated with the ωB97M-V functional and the def2-TZVPD basis.

Atoms and positions in Å:
C1 -0.537 0.677 1.986
C2 -0.297 0.763 0.698
C3 -0.090 -0.305 -1.664
C4 0.099 -0.406 -0.176
O1 1.501 -0.627 0.152
F1 -0.591 -1.635 0.057
H1 -0.583 1.487 2.667
H2 -0.773 -0.277 2.505
H3 -0.154 1.833 0.472
H4 0.278 -1.318 -1.957
H5 -1.122 0.045 -1.876
H6 0.359 0.600 -2.233
H7 1.911 -0.838 -0.632

As for the frontier orbital gap: 11.200 eV. The value obtained for the max |F| is 0.07971 hartree/bohr. The SMILES is C=C[C@@](C)(O)F. The calculation puts the relative energy (zero: lowest compared OMol25 entry of this formula, charge and spin) at 33.63 kcal/mol. The molar mass comes out at 90.10 g mol⁻¹. The electronic energy is -9024.81277 eV.

Löwdin population analysis, charges in e, atoms 1 to 4:
1 C 0.019
2 C -0.094
3 C -0.028
4 C -0.546